Below is a structure of composition C34H34As2O6PbS2, with properties calculated with ωB97M-V/def2-TZVPD.

Its LUMO energy (spin up / spin down) is -2.48 / -2.48 eV. The calculation puts the energy above the lowest of the compared OMol25 structures with the same formula, charge and spin at 36.1 kcal per mole. The calculation puts the HOMO-LUMO gap (spin up / spin down) at 5.768 / 5.770 eV. The total charge is 0. As for the maximum force: 0.89 eV/A.

XYZ file:
```
79
C34H34As2O6PbS2 (ωB97M-V/def2-TZVPD)
Pb -1.59 0.94 0.02
C 1.08 2.01 1.93
C 1.42 2.84 0.79
C 0.28 3.48 0.29
C -0.78 3.10 1.11
C -0.25 2.15 2.16
C -1.07 1.66 3.31
C -2.11 3.79 1.22
C 0.24 4.35 -0.92
C 2.77 2.94 0.20
C 2.06 1.20 2.70
H -0.65 0.76 3.74
H -2.10 1.46 3.03
H -1.10 2.42 4.10
H -2.09 4.42 2.12
H -2.96 3.11 1.35
H -2.31 4.42 0.36
H 0.81 5.27 -0.79
H -0.79 4.62 -1.18
H 0.65 3.81 -1.78
H 3.55 2.67 0.91
H 2.96 3.93 -0.21
H 2.80 2.23 -0.63
H 2.79 1.83 3.21
H 2.61 0.52 2.05
H 1.56 0.59 3.46
S -3.45 -0.82 0.32
C -2.89 -2.49 0.51
C -3.92 -3.43 0.44
C -3.67 -4.78 0.61
C -2.37 -5.22 0.85
C -1.35 -4.30 0.91
C -1.59 -2.94 0.73
As -0.12 -1.70 0.86
C 1.26 -2.45 -0.26
C 2.55 -1.92 -0.18
C 3.54 -2.36 -1.03
C 3.25 -3.31 -2.00
C 1.96 -3.82 -2.11
C 0.97 -3.39 -1.24
C 0.46 -2.13 2.68
C 1.73 -2.57 3.01
C 2.08 -2.79 4.33
C 1.15 -2.58 5.34
C -0.14 -2.15 5.01
C -0.48 -1.93 3.69
H -4.93 -3.09 0.26
H -4.49 -5.48 0.55
H -2.17 -6.28 0.99
H -0.33 -4.63 1.10
H 2.77 -1.15 0.55
H 4.54 -1.94 -0.96
H 4.02 -3.65 -2.68
H 1.73 -4.54 -2.88
H -0.03 -3.78 -1.34
H 2.46 -2.75 2.23
H 3.07 -3.14 4.58
H 1.41 -2.75 6.37
H -0.87 -2.00 5.79
H -1.49 -1.62 3.44
O -3.36 0.06 -3.37
As -2.92 1.73 -3.17
O -4.01 2.70 -3.83
O -2.65 1.98 -1.50
C -1.19 2.02 -4.01
C -1.26 2.96 -5.04
C -0.12 3.38 -5.71
C 1.12 2.87 -5.35
C 1.20 1.93 -4.34
C 0.06 1.51 -3.67
S 0.37 0.33 -2.37
O 1.45 -0.50 -2.82
O 0.69 1.15 -1.17
O -0.90 -0.37 -2.06
H -2.71 -0.50 -2.91
H -2.23 3.36 -5.30
H -0.20 4.11 -6.50
H 2.02 3.19 -5.86
H 2.16 1.49 -4.07
```